# 1
A single C5H12NO2 molecule in a non-equilibrium geometry. Source: OMol25; level of theory: ωB97M-V/def2-TZVPD.

Results
energy	-10959.9157	eV
<S²>	0.756
LUMO (spin up / spin down)	0.033 / -0.069	Ha
gap between HOMO and LUMO (spin up / spin down)	9.747 / 6.958	eV
relative energy (zero: lowest compared OMol25 entry of this formula, charge and spin)	3.456	eV
2S+1	2

Each line ends with the Löwdin spin population.
Element x y z (Å)
C (-0.75071, -0.63518, 2.22241)  0.001
O (-0.89100, 0.67180, 2.61413)  0.000
C (-0.34230, -0.67748, 0.70820)  0.004
C (0.36663, 0.54229, 0.00353)  0.005
C (0.25463, 0.39507, -1.49593)  0.094
C (1.83931, 0.58436, -2.12026)  0.130
O (2.72897, 0.26480, -1.27963)  0.679
N (-1.72229, -1.02913, 0.19300)  0.002
H (-1.67262, -1.11257, 2.37691)  0.000
H (-0.11047, -1.27908, 2.85886)  0.000
H (-0.14774, 1.30437, 2.22488)  0.000
H (0.24980, -1.46170, 0.45688)  0.001
H (-0.11803, 1.55502, 0.22573)  0.000
H (1.49775, 0.59258, 0.28747)  0.001
H (-0.52230, 1.01162, -1.87689)  0.002
H (0.15880, -0.63754, -1.94703)  0.004
H (1.68200, 0.11227, -3.10896)  0.002
H (1.97624, 1.63700, -2.27552)  0.076
H (-1.93056, -1.06508, -0.78196)  0.001
H (-2.54611, -0.77341, 0.71416)  0.000

=====

# 2
2 unconnected molecules or ions with the total composition C3H12NO in a non-equilibrium geometry. Source: OMol25; level of theory: ωB97M-V/def2-TZVPD.

Results
energy	-6836.0901	eV
LUMO	-0.117	Ha
gap between HOMO and LUMO	12.778	eV
relative energy (zero: lowest compared OMol25 entry of this formula, charge and spin)	1.324	eV
charge	+1

Each line ends with the Mulliken charge.
Element x y z (Å)
C (-1.82192, 1.02207, -1.20281)  -0.998
C (-1.30045, 0.24973, 0.11340)  -0.501
N (0.02029, -0.39076, -0.21592)  -0.231
C (0.52899, -1.39170, 0.78284)  -0.948
H (-2.08402, 1.99245, -0.86854)  0.312
H (-1.17213, 1.02059, -2.04254)  0.408
H (-2.72540, 0.41219, -1.40316)  0.301
H (-1.01371, 0.84732, 0.93187)  0.401
H (-1.89867, -0.53712, 0.48031)  0.396
H (0.77166, 0.25441, -0.42922)  0.405
H (-0.13054, -0.96248, -1.05116)  0.371
H (0.82818, -0.68945, 1.61198)  0.375
H (1.35908, -1.87084, 0.38853)  0.349
H (-0.12738, -2.19161, 1.10977)  0.356
H (3.52453, 0.27429, 0.18920)  0.319
H (2.65369, 1.43767, 1.03453)  0.334
O (2.58781, 0.52323, 0.57092)  -0.650

=====

# 3
2 unconnected molecules or ions with the total composition C6H13P in a non-equilibrium geometry. Source: OMol25; level of theory: ωB97M-V/def2-TZVPD.

Results
energy	-15717.9330	eV
LUMO	0.038	Ha
gap between HOMO and LUMO	10.201	eV
relative energy (zero: lowest compared OMol25 entry of this formula, charge and spin)	3.058	eV
SMILES string	C=C1C[C@H]1C.CP

Each line ends with the Mulliken charge.
Element x y z (Å)
C (0.76573, -2.32940, 0.14003)  -0.625
C (1.33770, -1.17897, -0.21310)  0.272
C (1.17018, 0.11499, -0.98301)  -0.907
C (2.49626, -0.24070, -0.30783)  0.254
C (3.02311, 0.57918, 0.81192)  -1.213
H (1.32343, -3.05372, 0.66570)  0.291
H (-0.17057, -2.77505, -0.42309)  0.183
H (0.60875, 0.91398, -0.61779)  0.231
H (1.02670, 0.09115, -2.00619)  0.285
H (3.34998, -0.67343, -0.85392)  0.309
H (3.97602, 0.92410, 0.60132)  0.370
H (3.09661, 0.08691, 1.78015)  0.289
H (2.33284, 1.52648, 0.98263)  0.258
C (-3.60038, -0.78269, -0.19904)  -0.833
P (-3.10683, 0.92335, 0.48047)  -0.047
H (-3.45559, -1.55113, 0.52434)  0.308
H (-2.93736, -0.84572, -1.15910)  0.181
H (-4.61306, -0.79409, -0.49436)  0.345
H (-2.56607, 0.51371, 1.70046)  0.026
H (-4.31987, 1.33867, 0.91882)  0.025

=====

# 4
A molecular structure, C32H33ClI2N2O3Tl in a non-equilibrium geometry. Source: OMol25; level of theory: ωB97M-V/def2-TZVPD.

Results
energy	-76253.5092	eV
LUMO (spin up / spin down)	-0.240 / -0.240	Ha
gap between HOMO and LUMO (spin up / spin down)	4.177 / 4.181	eV
relative energy (zero: lowest compared OMol25 entry of this formula, charge and spin)	1.045	eV
charge	+1

Each line ends with the Mulliken charge.
Element x y z (Å)
Tl (1.07760, -0.90520, 0.94500)  1.101
I (5.65060, 4.45470, 0.10670)  0.299
C (4.42480, 2.85900, -0.46870)  -0.049
C (4.96390, 1.57630, -0.49270)  -0.327
C (4.13450, 0.52740, -0.78460)  -0.266
I (4.72500, -1.46360, -0.67030)  0.223
C (2.73180, 0.70190, -1.08180)  -0.434
O (2.01280, -0.26930, -1.37210)  -0.289
C (2.21430, 2.05070, -0.97120)  0.761
C (0.71970, 2.17250, -1.09300)  0.063
N (0.06410, 1.49150, 0.02860)  0.917
C (-0.19790, 2.36650, 1.16430)  -0.878
C (-0.65800, 1.61060, 2.38490)  0.723
C (-0.77790, 2.25570, 3.61330)  -1.053
C (-1.18090, 1.52610, 4.71680)  -0.545
C (-1.48660, 0.18150, 4.55790)  -1.040
C (-1.34070, -0.37480, 3.30170)  0.090
N (-0.93140, 0.31940, 2.24580)  0.288
C (3.06110, 3.09160, -0.71920)  -0.471
H (5.99890, 1.41200, -0.23100)  0.503
H (0.43120, 3.23030, -1.17010)  0.561
H (0.42660, 1.65570, -2.00960)  -0.858
H (-0.81120, 1.07760, -0.28650)  -0.634
H (0.72370, 2.89690, 1.41940)  0.008
H (-0.95770, 3.13090, 0.92380)  0.641
H (-0.54150, 3.30370, 3.70180)  0.503
H (-1.24950, 1.99340, 5.68640)  0.443
H (-1.80600, -0.42600, 5.38960)  0.465
H (-1.55630, -1.42070, 3.12230)  0.218
H (2.67040, 4.09780, -0.66040)  0.545
C (-1.33990, 0.27490, -3.74900)  -2.135
C (-1.33460, -0.63360, -2.55590)  1.246
C (-0.40300, -1.67930, -2.47300)  1.962
C (0.70750, -1.78400, -3.46860)  -2.910
C (-0.51130, -2.62970, -1.44940)  0.723
C (0.37540, -3.84000, -1.45550)  -2.203
C (-1.50330, -2.49190, -0.46380)  1.331
C (-1.62300, -3.51910, 0.62380)  -2.468
C (-2.42930, -1.43660, -0.54590)  1.199
C (-3.60660, -1.38530, 0.38050)  -2.423
C (-2.29750, -0.47260, -1.55090)  0.481
C (-3.20140, 0.72760, -1.54910)  -2.371
H (-0.69420, 1.14360, -3.60450)  0.240
H (-2.34190, 0.63790, -3.95730)  0.478
H (-0.98790, -0.24930, -4.63180)  0.473
H (0.42080, -2.40540, -4.31810)  0.466
H (1.58650, -2.21940, -3.00590)  0.561
H (0.98920, -0.80510, -3.84160)  0.528
H (1.28390, -3.66000, -0.87930)  0.251
H (0.66700, -4.10140, -2.46730)  0.444
H (-0.13320, -4.69990, -1.03110)  0.496
H (-2.23220, -4.35760, 0.28130)  0.431
H (-2.09290, -3.10690, 1.51000)  0.438
H (-0.64990, -3.90670, 0.90970)  0.403
H (-3.37590, -0.81390, 1.27970)  0.276
H (-3.90950, -2.38380, 0.67910)  0.497
H (-4.45970, -0.92200, -0.10630)  0.472
H (-4.12340, 0.51910, -2.09160)  0.424
H (-2.72870, 1.58390, -2.02160)  0.497
H (-3.47110, 1.00630, -0.53380)  0.501
Cl (4.45160, 5.89610, 5.72050)  -0.204
C (3.92150, 4.52080, 4.83090)  0.360
C (3.85120, 3.28040, 5.45300)  -0.694
C (3.40760, 2.17810, 4.74760)  -0.569
C (3.04720, 2.31780, 3.41570)  0.278
C (3.12950, 3.55300, 2.78940)  0.187
C (3.55530, 4.66160, 3.49790)  -1.336
C (2.54340, 1.10750, 2.64720)  -0.081
O (1.88770, 0.26250, 3.25930)  -0.765
O (2.83230, 1.10920, 1.43210)  -0.320
H (4.14910, 3.17420, 6.48320)  0.463
H (3.33750, 1.21060, 5.21720)  0.510
H (2.86470, 3.65170, 1.74710)  0.850
H (3.61060, 5.62720, 3.02000)  0.505

=====

# 5
2 unconnected molecules or ions with the total composition C4H14N2O in a non-equilibrium geometry. Source: OMol25; level of theory: ωB97M-V/def2-TZVPD.

Results
energy	-9402.1603	eV
LUMO	0.032	Ha
gap between HOMO and LUMO	10.207	eV
relative energy (zero: lowest compared OMol25 entry of this formula, charge and spin)	1.447	eV
SMILES string	CNCCCN.O

Each line ends with the Mulliken charge.
Element x y z (Å)
C (-0.18473, 2.19647, -1.30819)  -0.986
N (-0.20604, 1.15825, -0.22069)  -0.168
C (1.11984, 0.63622, 0.06217)  -0.758
C (1.19452, -0.11735, 1.38530)  -0.549
C (0.48346, -1.46995, 1.31786)  -0.770
N (0.78143, -2.43406, 0.26687)  -0.551
H (-0.00537, 3.18102, -0.85703)  0.339
H (0.64287, 2.07609, -2.00837)  0.348
H (-1.16503, 2.23001, -1.76261)  0.290
H (-0.49270, 1.77940, 0.52374)  0.218
H (1.32784, -0.07416, -0.73432)  0.433
H (1.91585, 1.40937, 0.08329)  0.389
H (0.73329, 0.39963, 2.24319)  0.300
H (2.22825, -0.17780, 1.72500)  0.335
H (-0.59580, -1.29413, 1.36018)  0.319
H (0.61192, -1.94141, 2.30406)  0.345
H (0.31036, -2.18228, -0.58575)  0.269
H (1.78100, -2.53296, 0.14246)  0.242
O (-2.79485, -0.02426, -1.08290)  -0.680
H (-2.54528, -0.57442, -1.83256)  0.309
H (-1.99300, -0.00075, -0.54346)  0.326

=====

# 6
A molecular structure, C19H34AsO9PRuS5 in a non-equilibrium geometry. Source: OMol25; level of theory: ωB97M-V/def2-TZVPD.

Results
energy	-165574.2921	eV
<S²>	0.763
LUMO (spin up / spin down)	0.093 / 0.079	Ha
gap between HOMO and LUMO (spin up / spin down)	6.229 / 6.673	eV
relative energy (zero: lowest compared OMol25 entry of this formula, charge and spin)	0.010	eV
charge	-1
2S+1	2

Each line ends with the Löwdin spin population.
Element x y z (Å)
Ru (-0.19987, 0.86886, -0.07933)  0.196
O (2.81887, -2.42584, 0.14387)  0.000
S (1.97447, -1.58824, -0.67940)  0.002
O (2.63736, -0.59960, -1.49190)  0.016
O (0.84657, -1.04146, 0.12459)  0.009
C (1.27638, -2.69107, -1.91800)  0.000
C (2.05197, -3.81477, -2.17967)  0.000
C (1.79080, -4.62934, -3.27108)  0.000
C (0.75213, -4.31178, -4.13049)  0.000
C (-0.04861, -3.21250, -3.85925)  0.000
C (0.19051, -2.40808, -2.75139)  0.000
S (-1.14079, -1.26389, -2.37508)  0.001
O (-1.93320, -1.17289, -3.58149)  0.000
O (-1.79882, -1.90355, -1.25134)  0.000
O (-0.57745, 0.07130, -2.03473)  0.005
H (2.88191, -4.02146, -1.51783)  0.000
H (2.41146, -5.49827, -3.45158)  0.000
H (0.54755, -4.92224, -5.00121)  0.000
H (-0.89212, -2.97099, -4.49063)  0.000
C (2.07393, 1.43578, 3.86847)  0.009
C (1.57437, 1.48880, 2.45324)  0.126
S (-0.08734, 1.22706, 2.17088)  0.223
C (2.40806, 1.79239, 1.39747)  0.089
C (3.86229, 2.12719, 1.60385)  0.003
S (1.79733, 1.89769, -0.17534)  0.288
H (1.24360, 1.53032, 4.56812)  0.001
H (2.79567, 2.22886, 4.07610)  0.003
H (2.56889, 0.47939, 4.06393)  0.004
H (4.34478, 1.38057, 2.23826)  0.002
H (3.98489, 3.10337, 2.08385)  0.001
H (4.38709, 2.14442, 0.64999)  0.001
C (-4.60153, 1.96234, -1.69620)  0.000
C (-3.20737, 1.59739, -2.15377)  0.000
O (-2.30823, 2.67833, -1.85516)  -0.001
P (-1.21978, 2.73894, -0.67160)  0.005
O (-0.32450, 3.91888, -1.31530)  0.005
C (0.40086, 3.62725, -2.52085)  0.003
C (-0.20141, 4.38464, -3.68489)  0.000
O (-1.94032, 3.57150, 0.49223)  0.003
C (-2.59371, 4.81772, 0.23617)  0.000
C (-3.48658, 5.11770, 1.41824)  0.000
H (-5.29529, 1.16149, -1.96054)  0.000
H (-4.93684, 2.88563, -2.17357)  0.000
H (-4.63036, 2.09007, -0.61234)  0.000
H (-3.16139, 1.45400, -3.23257)  0.000
H (-2.86633, 0.68093, -1.68218)  0.000
H (0.39359, 2.54938, -2.71197)  0.000
H (1.43334, 3.92572, -2.34292)  0.001
H (-1.22747, 4.06243, -3.85793)  0.000
H (0.38278, 4.20118, -4.58920)  0.000
H (-0.20051, 5.45734, -3.48256)  0.000
H (-3.17286, 4.74377, -0.68702)  0.000
H (-1.83414, 5.59021, 0.10129)  0.000
H (-4.23606, 4.33432, 1.53561)  0.000
H (-3.99538, 6.07322, 1.27431)  0.000
H (-2.89890, 5.16698, 2.33515)  0.000
C (-3.71142, -1.65045, 3.28138)  0.000
As (-2.87784, -1.66186, 1.53559)  0.001
C (-1.23715, -2.59898, 1.83873)  0.003
C (-4.02813, -2.82277, 0.51436)  0.000
S (-2.84302, 0.31178, 0.82442)  0.000
H (-3.78766, -2.66541, 3.67313)  0.000
H (-4.70013, -1.20384, 3.19466)  0.000
H (-3.09785, -1.03811, 3.93991)  0.000
H (-1.45139, -3.66765, 1.79452)  0.000
H (-0.86694, -2.32201, 2.82392)  0.001
H (-0.51251, -2.32263, 1.08116)  0.000
H (-4.00496, -3.82589, 0.94100)  0.000
H (-3.66073, -2.83093, -0.50850)  0.000
H (-5.03757, -2.41842, 0.56186)  0.000

=====

Q: Which of these has the lowest relative energy (zero: lowest compared OMol25 entry of this formula, charge and spin)?
A: C19H34AsO9PRuS5